Entry 1:
Density functional theory data (wB97M-V/def2-TZVPD) for a molecular structure, C53H55F3N11O5STeTi in a non-equilibrium geometry.

XYZ file:
```
130
Properties=species:S:1:pos:R:3:forces:R:3
Ti -0.3749 -1.2926 0.8082 1.2 0.9 0.2
C -3.8864 1.4304 0.7791 -0.2 0.0 0.0
C -2.5992 0.9359 0.6686 0.2 0.0 -0.1
N -2.3386 -0.3650 0.7662 -0.5 0.0 0.3
C -3.3888 -1.1687 1.0017 0.0 -0.3 0.1
C -4.6728 -0.6600 1.0864 -0.3 0.2 -0.1
N -4.9324 0.6381 0.9709 0.1 -0.1 0.0
C -3.0569 -2.5603 1.3563 0.2 0.2 0.0
C -3.9577 -3.5831 1.5317 -0.2 -0.2 0.1
C -3.5022 -4.8134 2.0080 -0.3 0.0 0.0
C -2.1564 -4.9437 2.3233 0.0 -0.2 0.1
C -1.3051 -3.8852 2.1001 0.1 0.4 -0.1
N -1.7524 -2.7263 1.5993 -0.1 -0.3 0.0
C 0.1475 -3.8991 2.3529 -0.1 0.1 0.0
C 0.7920 -4.8885 3.0731 0.2 -0.1 0.1
N 2.1057 -4.8788 3.2617 0.0 0.1 -0.1
C 2.7807 -3.8549 2.7497 0.0 -0.3 0.2
C 2.1470 -2.8386 2.0585 -0.1 0.1 -0.1
N 0.8345 -2.8679 1.8472 0.0 -0.2 -0.2
C -4.4333 -5.9533 2.1697 0.1 0.2 -0.1
C -5.6933 -5.7737 2.7213 -0.1 0.1 0.1
C -6.5352 -6.8707 2.8176 0.1 -0.2 -0.1
N -6.2005 -8.0905 2.3939 0.1 0.2 0.0
C -4.9870 -8.2519 1.8677 -0.2 0.0 0.1
C -4.0687 -7.2203 1.7399 0.1 -0.1 -0.1
H -4.0665 2.4972 0.7000 0.0 0.0 0.0
H -1.7744 1.5975 0.4860 0.1 0.1 0.0
H -5.5144 -1.3143 1.2804 0.0 0.0 0.0
H -4.9997 -3.4588 1.2700 0.0 0.0 0.0
H -1.7857 -5.8801 2.7181 0.0 0.0 0.0
H 0.2386 -5.7078 3.5161 0.0 0.0 0.0
H 3.8543 -3.8452 2.8947 0.0 0.0 0.0
H 2.6917 -1.9899 1.6779 0.1 0.0 -0.1
H -6.0100 -4.8090 3.1009 0.0 0.0 0.0
H -7.5225 -6.7694 3.2519 0.0 0.0 0.0
H -4.7399 -9.2514 1.5296 0.0 0.0 0.0
H -3.1033 -7.3974 1.2784 -0.1 0.0 0.0
F -0.7561 -3.5048 -3.5915 0.0 0.0 -0.1
C 0.0292 -4.0894 -2.6957 0.1 0.4 0.1
F 1.2182 -3.4499 -2.6867 -0.2 -0.2 -0.1
F 0.2189 -5.3468 -3.0079 0.0 -0.2 -0.1
S -0.7059 -3.9880 -1.0157 0.1 0.2 0.1
O -2.0978 -4.2907 -1.1171 0.1 0.1 -0.1
O 0.1448 -4.8410 -0.2442 0.0 0.2 0.1
O -0.4857 -2.4991 -0.7013 -0.3 -1.2 -0.6
C 4.7642 7.3826 -2.1302 0.0 -0.1 0.1
C 4.0006 6.1851 -1.6285 0.0 0.1 0.0
C 3.8681 5.0393 -2.4063 0.0 0.0 -0.1
C 3.1510 3.9326 -1.9705 0.0 -0.1 0.0
C 3.0710 2.7232 -2.8837 -0.1 0.2 0.1
C 2.5175 4.0160 -0.7185 -0.1 -0.3 0.1
Te 1.1386 2.4493 -0.2662 0.3 0.4 -0.5
N 0.2274 0.5894 1.1598 -0.2 -0.2 0.9
C 0.2352 0.2816 2.4323 -0.3 0.0 -0.3
O -0.4378 -0.8246 2.7045 -0.1 0.3 0.4
C 0.8978 0.9618 3.5606 0.2 -0.1 0.0
C 2.0408 1.7367 3.3713 0.0 0.0 0.0
C 2.6345 2.3691 4.4509 0.0 0.0 0.0
C 2.0854 2.2305 5.7214 0.0 0.0 0.0
C 0.9522 1.4484 5.9154 0.0 0.0 0.0
C 0.3635 0.8028 4.8383 0.0 0.0 0.0
C -0.4594 3.8354 -0.0900 -0.1 -0.1 0.1
C -0.7539 4.4378 -1.3157 0.1 0.0 0.0
C -1.7729 5.3662 -1.4058 -0.1 0.0 0.0
C -2.5014 5.6919 -0.2652 0.0 0.0 0.0
C -2.1912 5.1003 0.9475 0.0 0.0 0.0
C -1.1626 4.1589 1.0694 -0.1 -0.1 0.1
C -0.8743 3.5790 2.4307 -0.1 0.1 -0.2
C 2.6918 5.1230 0.1241 -0.1 0.1 0.1
C 2.1369 5.2062 1.5264 0.0 0.0 -0.2
C 3.4227 6.1973 -0.3609 0.0 0.0 0.0
H 5.1602 7.2148 -3.1309 0.0 0.0 0.0
H 5.5972 7.6182 -1.4642 0.0 0.0 0.0
H 4.1168 8.2612 -2.1608 0.0 0.0 0.0
H 4.3378 5.0077 -3.3852 0.0 0.0 0.1
H 3.9377 2.6998 -3.5431 0.0 0.0 0.0
H 2.1801 2.7585 -3.5179 0.0 0.0 0.0
H 3.0428 1.7851 -2.3289 0.0 0.0 0.0
H 2.4715 1.8306 2.3817 0.0 0.0 0.0
H 3.5297 2.9629 4.3098 0.0 0.0 0.0
H 2.5520 2.7252 6.5654 0.0 0.0 -0.1
H 0.5335 1.3379 6.9076 0.0 0.0 0.0
H -0.5157 0.1858 4.9727 0.0 0.0 0.0
H -0.1710 4.1960 -2.1999 -0.1 0.0 0.0
H -1.9943 5.8363 -2.3560 0.0 0.0 0.0
H -3.3056 6.4159 -0.3233 0.1 0.0 0.0
H -2.7433 5.3792 1.8394 0.0 0.0 -0.1
H -1.7872 3.1992 2.8958 0.0 0.0 0.0
H -0.4729 4.3477 3.0947 0.0 0.0 0.0
H -0.1541 2.7696 2.3860 0.0 0.1 0.0
H 1.6012 4.3036 1.8133 0.0 0.0 0.1
H 1.4575 6.0551 1.6286 0.0 0.0 0.0
H 2.9481 5.3482 2.2425 0.0 0.0 0.0
H 3.5512 7.0714 0.2719 0.0 -0.1 0.0
C -2.2864 1.1831 -2.3132 -0.1 -0.1 -0.2
C -2.5830 1.3568 -3.8343 0.1 -0.2 0.1
N -2.3945 0.0797 -4.5178 0.0 0.0 -0.1
C -0.9933 -0.3262 -4.4130 -0.2 0.1 0.1
C -0.5697 -0.3447 -2.9190 -0.2 0.0 -0.1
N -1.7538 -0.1650 -2.0515 0.3 0.2 -0.1
C -2.7924 -1.1449 -2.4104 0.0 0.1 -0.1
C -3.2397 -0.9354 -3.8892 0.2 0.1 0.2
H -3.2035 1.3144 -1.7334 0.1 0.0 -0.1
H -1.5563 1.9142 -1.9660 0.0 0.1 0.0
H -1.9113 2.0911 -4.2848 0.0 0.0 0.0
H -3.6070 1.6951 -3.9951 0.0 0.0 0.0
H -0.3827 0.3696 -4.9912 0.0 0.0 0.0
H -0.8930 -1.3158 -4.8610 0.0 0.0 0.0
H 0.1202 0.4734 -2.6944 0.0 0.0 0.0
H -0.0795 -1.2801 -2.6567 0.0 0.1 0.0
H -3.6374 -1.0100 -1.7274 0.0 0.0 0.0
H -2.4010 -2.1470 -2.2535 0.0 0.1 0.0
H -3.1528 -1.8639 -4.4546 0.0 0.0 0.0
H -4.2757 -0.6013 -3.9447 0.0 0.0 0.0
N 1.5611 -1.0141 -0.3211 -0.3 -0.3 0.1
C 2.5129 -0.9653 -0.9779 0.5 0.0 -0.3
N 3.5913 -0.8763 -1.7049 -0.2 0.1 0.1
C 3.7352 -1.5287 -3.0261 -0.1 0.0 0.1
C 4.8601 -2.5378 -2.9356 0.2 0.0 0.1
O 6.0530 -1.9105 -2.4912 -0.1 0.0 0.1
C 5.9175 -1.3572 -1.1958 0.0 -0.1 -0.1
C 4.8435 -0.2864 -1.1809 -0.1 0.0 -0.1
H 3.9966 -0.7504 -3.7442 0.0 0.0 0.0
H 2.7959 -1.9926 -3.3173 0.0 0.1 0.0
H 5.0669 -2.9559 -3.9177 0.0 0.0 0.0
H 4.5816 -3.3501 -2.2543 0.0 0.0 0.0
H 6.8784 -0.9206 -0.9335 0.0 0.0 0.0
H 5.6727 -2.1440 -0.4712 0.0 0.0 0.0
H 5.1293 0.5314 -1.8453 0.0 0.0 0.0
H 4.6787 0.1060 -0.1785 0.0 0.0 0.0
```
Forces are in eV/Å.

Output
2S+1: 2
Frontier orbital gap (spin up / spin down) in eV: 6.0 / 5.0
Energy relative to the best compared isomer or geometry (same formula, charge and spin) in kJ/mol: 0.0
Charge: +2
Largest force on an atom in eV/A: 1.53
HOMO level (spin up / spin down) in eV: -12.02 / -12.02
E_LUMO (spin up / spin down) in eV: -6.02 / -7.02

Results of the Löwdin charge analysis, in e, for atoms 1 through 4:
1. Ti 1.117
2. C -0.071
3. C -0.090
4. N 0.068

***

Entry 2:
Density functional theory data (wB97M-V/def2-TZVPD) for 2 unconnected molecules or ions with the total composition C4H11N3O2 in a non-equilibrium geometry.

XYZ file:
```
20
Properties=species:S:1:pos:R:3:forces:R:3
C 1.1227 -1.5727 0.8456 0.0 0.3 0.1
C -1.8955 -0.6836 -1.1693 -0.2 -0.2 0.4
C -0.4066 -0.5178 -1.3035 0.7 1.1 -1.0
O 0.0106 -0.7405 0.7045 0.2 0.3 0.2
O 0.2751 -1.1760 -2.0703 -0.5 0.2 1.0
H 0.8542 -2.4844 1.3952 0.0 0.0 -0.1
H 1.5419 -1.8537 -0.1321 0.0 -0.1 0.0
H 1.9313 -1.0925 1.4278 -0.1 0.0 -0.1
H -2.4031 -0.0121 -1.8657 0.1 -0.1 -0.1
H -2.1527 -1.7172 -1.3981 0.1 0.1 -0.2
H -2.2731 -0.4999 -0.1652 0.2 0.2 0.0
C 0.2720 1.1470 0.2975 0.3 -1.0 0.6
N -0.8062 1.6891 0.9424 -0.5 0.1 0.5
N 1.4844 1.5362 0.7745 0.4 0.0 -0.2
N 0.1357 0.8834 -1.0382 -0.5 -0.4 -0.9
H 2.3232 1.2731 0.2788 -0.2 -0.3 0.2
H 1.5979 1.6917 1.7650 -0.2 0.1 -0.2
H -0.9585 1.3685 1.8887 0.0 0.0 -0.2
H -1.6463 1.7856 0.3920 0.2 -0.3 0.0
H 0.9930 0.9757 -1.5695 0.0 -0.1 0.1
```
Forces are in eV/Å.

Output
Frontier orbital gap in eV: 9.4
Energy relative to the best compared isomer or geometry (same formula, charge and spin) in kJ/mol: 224.6
Largest force on an atom in eV/A: 1.66
HOMO level in eV: -8.75
E_LUMO in eV: 0.68

Results of the Löwdin charge analysis, in e, for atoms 1 through 4:
1. C -0.195
2. C -0.012
3. C -0.502
4. O -0.282

***

Entry 3:
Density functional theory data (wB97M-V/def2-TZVPD) for 2 unconnected molecules or ions with the total composition C5H8O in a non-equilibrium geometry.

XYZ file:
```
14
Properties=species:S:1:pos:R:3:forces:R:3
C 1.5776 0.2205 -0.6638 0.1 -0.3 -0.1
C -0.6038 -0.6680 -1.1837 1.4 1.1 0.3
C -1.8882 -0.5343 -1.4598 0.1 0.2 0.2
O 0.1768 0.3937 -0.6697 -1.5 -1.0 -0.9
H -0.0504 -1.5813 -1.3730 0.0 0.0 0.1
H 2.0128 1.1806 -0.3915 -0.1 -0.1 0.1
H 1.9472 -0.0578 -1.6556 0.0 0.0 0.0
H 1.8651 -0.5403 0.0695 0.1 0.1 -0.1
H -2.4089 0.3903 -1.2822 -0.1 0.2 0.0
H -2.4564 -1.3611 -1.8451 0.0 -0.2 0.0
C -0.2492 0.7492 2.0560 -0.2 0.1 1.1
C 0.2789 0.5153 3.1099 -0.5 0.1 -0.8
H 0.6459 0.2739 4.0660 0.4 -0.1 0.3
H -0.8474 1.0193 1.2229 0.2 -0.1 -0.2
```
Forces are in eV/Å.

Output
Frontier orbital gap in eV: 10.2
Energy relative to the best compared isomer or geometry (same formula, charge and spin) in kJ/mol: 362.7
SMILES: C=COC.C#C
Largest force on an atom in eV/A: 2.04
HOMO level in eV: -9.12
E_LUMO in eV: 1.11

Results of the Löwdin charge analysis, in e, for atoms 1 through 4:
1. C -0.110
2. C -0.206
3. C 0.020
4. O -0.227

***

Entry 4:
Density functional theory data (wB97M-V/def2-TZVPD) for C3H5N3O in the gas phase in a non-equilibrium geometry.

XYZ file:
```
12
Properties=species:S:1:pos:R:3:forces:R:3
C -1.8950 -0.3987 -0.0563 0.5 0.2 0.4
C 0.3991 -0.5048 -0.0062 1.9 0.2 -0.1
C 1.7189 -1.1728 -0.0325 0.8 -0.6 0.1
H -2.0370 0.1540 0.9164 0.1 -0.4 -0.9
H -1.8350 0.3100 -0.9033 -0.5 0.0 0.3
H -2.7104 -1.0991 -0.2022 -0.2 0.2 0.0
H -0.1910 1.5086 -0.1688 0.5 -1.2 0.3
H 2.1129 1.7772 0.6225 -0.3 -0.7 -1.5
N -0.6527 -1.1662 -0.0586 -1.2 -0.6 0.1
N 0.5532 0.8559 0.1481 -1.8 1.3 0.0
N 2.7739 -1.6508 -0.0267 -1.4 0.5 0.0
O 1.7632 1.3867 -0.2324 1.4 1.0 1.4
```
Forces are in eV/Å.

Output
Frontier orbital gap in eV: 10.5
Energy relative to the best compared isomer or geometry (same formula, charge and spin) in kJ/mol: 347.4
SMILES: C/N=C(/C#N)NO
Largest force on an atom in eV/A: 2.26
HOMO level in eV: -9.94
E_LUMO in eV: 0.53

Results of the Löwdin charge analysis, in e, for atoms 1 through 4:
1. C -0.119
2. C -0.416
3. C -0.120
4. H 0.099

***

Entry 5:
Density functional theory data (wB97M-V/def2-TZVPD) for a molecular structure, Cl3HN2 in a non-equilibrium geometry.

XYZ file:
```
6
Properties=species:S:1:pos:R:3:forces:R:3
N -0.5517 0.6882 0.5408 2.0 0.1 -1.0
N 0.5386 0.2496 -0.8983 -4.1 -0.4 1.1
Cl -0.5302 -0.5209 1.7345 0.1 -0.1 -0.3
Cl 0.0281 -1.4268 -1.3639 0.5 1.0 0.3
Cl 2.0531 0.2583 -0.2712 1.0 -0.2 0.7
H -1.5379 0.7517 0.2580 0.5 -0.5 -0.8
```
Forces are in eV/Å.

Output
Frontier orbital gap in eV: 9.1
Energy relative to the best compared isomer or geometry (same formula, charge and spin) in kJ/mol: 112.0
Largest force on an atom in eV/A: 4.25
HOMO level in eV: -9.90
E_LUMO in eV: -0.76

Results of the Löwdin charge analysis, in e, for atoms 1 through 4:
1. N -0.513
2. N -0.943
3. Cl 0.486
4. Cl 0.400

***

Entry 6:
Density functional theory data (wB97M-V/def2-TZVPD) for a molecular structure, C5H10O2.

XYZ file:
```
17
Properties=species:S:1:pos:R:3:forces:R:3
C 1.8203 0.3999 0.2812 0.2 0.1 0.0
O 1.6858 -0.8535 -0.3110 0.1 0.0 0.0
C 0.3191 -1.2485 -0.3206 -0.2 -0.1 0.0
C -0.4953 -0.0087 -0.6708 0.1 0.0 0.0
C -1.9991 -0.2001 -0.4985 -0.1 0.0 0.0
C -0.0003 1.0676 0.2929 -0.1 0.1 -0.4
O -0.3994 1.0175 1.5584 0.0 0.0 0.1
H 0.8693 0.7056 1.2035 0.2 0.0 0.2
H 2.2951 1.1315 -0.3789 -0.1 -0.1 0.1
H 2.4222 0.3436 1.2112 -0.1 0.0 0.0
H 0.0151 -1.6261 0.6677 0.0 0.0 -0.1
H 0.2191 -2.0486 -1.0582 0.0 0.1 0.1
H -0.2464 0.2851 -1.6986 0.0 0.0 0.1
H -2.5483 0.6979 -0.7989 0.1 -0.1 0.0
H -2.3563 -1.0347 -1.1109 0.1 0.1 0.1
H -2.2257 -0.3976 0.5527 0.0 0.0 -0.2
H 0.1537 2.0638 -0.1613 0.0 -0.2 0.1
```
Forces are in eV/Å.

Output
Frontier orbital gap in eV: 10.0
Energy relative to the best compared isomer or geometry (same formula, charge and spin) in kJ/mol: 494.8
Largest force on an atom in eV/A: 0.38
HOMO level in eV: -9.13
E_LUMO in eV: 0.88

Results of the Löwdin charge analysis, in e, for atoms 1 through 4:
1. C -0.114
2. O -0.127
3. C -0.164
4. C -0.308

***

Entry 7:
Density functional theory data (wB97M-V/def2-TZVPD) for 2 unconnected molecules or ions with the total composition C4H6BF2NO8P in a non-equilibrium geometry.

XYZ file:
```
23
Properties=species:S:1:pos:R:3:forces:R:3
C 2.9225 0.3329 1.0955 0.2 0.0 -0.1
O 2.0426 -0.4775 0.3235 -0.1 -0.1 0.4
B 0.7712 -0.6285 0.7805 0.4 -0.2 0.1
O 0.4625 -1.6139 1.7142 -0.5 0.1 -0.8
P -0.5982 0.5948 0.0645 0.5 0.5 -0.2
O -1.2068 -0.2828 -1.1836 -0.2 -0.1 0.4
N -1.7819 0.2974 1.4031 -0.8 -0.2 -0.3
C -2.3790 -0.9878 1.5167 0.0 -0.1 0.0
O -3.0597 -1.5849 0.7512 0.3 0.3 0.4
F -2.0682 -1.5159 2.7158 -0.2 0.0 -0.1
C -2.7189 1.3600 1.4284 0.3 0.1 0.5
O -2.6855 2.3053 2.1441 -0.1 -0.4 -0.4
F -3.6927 1.2118 0.5153 -0.1 0.0 0.1
H 3.4324 -0.2637 1.8566 0.0 0.0 0.0
H 3.6589 0.7640 0.4207 0.0 0.0 0.0
H 2.3925 1.1481 1.5967 0.0 0.0 -0.1
H 0.7282 -2.4792 1.3800 0.4 0.0 0.4
H -0.5932 -0.9665 -1.4759 0.0 0.1 -0.3
C 1.3043 0.4345 -3.3934 0.0 0.0 -0.1
O 1.2759 0.7306 -2.1696 0.0 0.0 0.2
O 0.0659 0.6523 -4.0579 0.2 0.0 0.2
O 2.2105 -0.0153 -4.0891 -0.1 0.0 0.0
H -0.4834 0.9842 -3.3373 -0.1 0.0 -0.1
```
Forces are in eV/Å.

Output
Frontier orbital gap in eV: 7.4
Charge: -1
Largest force on an atom in eV/A: 1.01
HOMO level in eV: -4.82
E_LUMO in eV: 2.58

Results of the Löwdin charge analysis, in e, for atoms 1 through 4:
1. C -0.063
2. O -0.025
3. B -0.695
4. O 0.119

***

How do the records compare in energy? In the order shown, they have -4846.01576, -473.71721, -270.41975, -356.72507, -1490.49916, -346.83697, -1378.83621 Ha.